Below is a 3-piece molecular cluster, C3H10O3S overall at a distorted geometry, with properties calculated with the ωB97M-V functional and the def2-TZVPD basis.

Cartesian coordinates (Å):
C  0.063  -0.291  -0.027
O  -0.459  0.338  -1.158
C  0.694  0.676  0.979
C  1.581  -0.025  2.056
S  1.165  0.358  3.808
H  -0.755  -0.797  0.536
H  0.746  -1.122  -0.265
H  -0.064  1.195  1.562
H  1.338  1.375  0.437
H  2.637  0.172  1.833
H  1.492  -1.116  1.963
H  -0.218  -0.363  -4.016
H  -0.235  -0.331  -2.431
O  0.040  -0.919  -3.282
H  -1.848  0.362  -0.968
H  -3.257  -0.029  -0.160
O  -2.920  0.516  -0.868

Properties
electronic energy: -744.17008 a.u.
relative energy (zero: lowest compared OMol25 entry of this formula, charge and spin): 41.4 kJ/mol
total charge: -2

Atomic partial charges in e from the natural (NBO) method, atoms 1 to 5: C -0.04; O -0.90; C -0.44; C -0.51; S -0.79

Below is C4H26NO12S as an isolated structure at a distorted geometry, with properties calculated with the ωB97M-V functional and the def2-TZVPD basis.

Cartesian coordinates (Å):
O  -1.368  2.328  1.183
C  -2.205  2.449  0.285
N  -2.355  1.491  -0.685
C  -1.691  0.203  -0.676
C  -0.608  0.083  -1.750
S  -1.105  -1.540  -2.481
C  -2.758  -0.887  -1.028
O  -3.786  -0.499  -1.566
H  -2.855  3.331  0.259
H  -3.147  1.612  -1.421
H  -1.243  0.000  0.352
H  -0.633  0.871  -2.466
H  0.481  0.093  -1.371
H  -2.686  -1.848  -0.517
H  -1.061  -0.519  2.528
H  -0.781  0.924  1.961
O  -0.338  0.156  2.362
H  2.351  1.465  -0.339
H  3.290  0.296  0.073
O  3.092  0.935  -0.665
H  0.867  -0.936  1.466
H  1.719  -1.662  0.439
O  1.629  -1.397  1.383
H  -0.814  -3.367  -0.064
H  0.205  -3.014  1.034
O  -0.703  -3.334  0.923
H  -0.191  2.753  -1.528
H  1.177  2.904  -0.943
O  0.640  3.154  -1.713
H  1.734  1.828  1.503
H  0.315  2.251  0.904
O  1.284  2.315  0.751
H  -2.943  -1.506  1.770
H  -1.737  -2.370  1.854
O  -2.277  -1.720  2.343
H  0.953  -2.697  -1.538
H  2.230  -1.914  -1.693
O  1.776  -2.530  -1.046
H  2.410  -0.011  2.372
H  1.302  0.664  3.048
O  2.227  0.803  2.781
H  1.961  -0.442  -3.230
H  2.889  0.004  -2.099
O  2.751  -0.720  -2.756

Properties
electronic energy: -1523.94906 a.u.
relative energy (zero: lowest compared OMol25 entry of this formula, charge and spin): 0.0 kJ/mol
total charge: -1

Atomic partial charges in e from the natural (NBO) method, atoms 1 to 5: O -0.72; C 0.55; N -0.60; C -0.19; C -0.52

Below is a 2-piece molecular cluster, C4H8N3OPS overall at a distorted geometry, with properties calculated with the ωB97M-V functional and the def2-TZVPD basis.

Cartesian coordinates (Å):
C  -1.618  0.679  -0.074
C  -2.636  0.366  -0.916
C  -2.054  -1.414  0.639
C  -1.248  -0.340  0.818
N  1.559  0.536  -1.409
N  3.337  0.089  0.428
N  -0.238  -0.117  1.633
O  1.924  -1.896  -0.517
P  1.863  -0.483  -0.120
S  -3.294  -1.198  -0.482
H  -1.025  1.684  -0.244
H  -2.859  0.789  -1.874
H  -2.127  -2.328  1.165
H  1.469  1.424  -1.128
H  0.631  0.437  -1.812
H  3.298  0.943  1.054
H  3.574  -0.658  1.132
H  -0.092  -0.846  2.255

Properties
electronic energy: -1136.21083 a.u.
relative energy (zero: lowest compared OMol25 entry of this formula, charge and spin): 237.5 kJ/mol
total charge: 0

Atomic partial charges in e from the natural (NBO) method, atoms 1 to 5: C -0.24; C -0.40; C -0.42; C 0.02; N -1.13

Below is C29H23INOPW as an isolated structure, with properties calculated with the ωB97M-V functional and the def2-TZVPD basis.

Cartesian coordinates (Å):
W  -0.150  -0.200  0.744
C  -4.141  3.125  4.635
C  -3.319  3.682  3.663
C  -2.772  2.879  2.677
C  -3.061  1.514  2.668
C  -3.894  0.953  3.636
C  -4.428  1.766  4.621
P  -2.376  0.518  1.354
C  -2.093  -1.188  1.950
C  -2.595  -2.346  1.341
C  -2.186  -3.593  1.785
C  -1.244  -3.706  2.805
C  -0.704  -2.572  3.389
C  -1.118  -1.309  2.965
C  -3.339  0.412  -0.145
C  -4.654  0.772  -0.314
C  -5.250  0.639  -1.579
C  -4.519  0.166  -2.638
C  -3.159  -0.196  -2.489
C  -2.376  -0.661  -3.575
C  -1.061  -0.998  -3.395
C  -0.477  -0.917  -2.121
C  -1.176  -0.445  -1.012
C  -2.551  -0.069  -1.222
H  -4.562  3.755  5.406
H  -3.104  4.742  3.676
H  -2.134  3.306  1.913
H  -4.123  -0.106  3.619
H  -5.072  1.339  5.378
H  -3.317  -2.256  0.539
H  -2.596  -4.486  1.333
H  -0.936  -4.686  3.144
H  0.015  -2.660  4.192
H  -0.770  -0.415  3.483
H  -5.230  1.161  0.517
H  -6.286  0.917  -1.713
H  -4.980  0.070  -3.613
H  -2.833  -0.743  -4.553
H  -0.467  -1.344  -4.230
H  0.563  -1.212  -2.018
C  0.707  3.071  0.336
C  0.572  1.616  0.470
O  1.504  0.770  0.258
H  1.753  3.371  0.299
H  0.189  3.582  1.146
H  0.217  3.372  -0.596
I  0.324  -6.084  -0.678
C  1.224  -4.394  0.143
C  2.444  -4.454  0.802
C  2.970  -3.289  1.342
C  2.252  -2.115  1.233
N  1.069  -2.056  0.597
C  0.579  -3.174  0.039
H  2.978  -5.391  0.890
H  3.923  -3.294  1.850
H  2.630  -1.192  1.655
H  -0.358  -3.086  -0.493

Properties
electronic energy: -1954.46655 a.u.
total charge: +2

Atomic partial charges in e from the natural (NBO) method, atoms 1 to 5: W 1.13; C -0.15; C -0.19; C -0.19; C -0.33